The following is a quantum chemistry calculation of an isolated molecule of C5H11NO, from the Open Molecules 2025 dataset.

```
18
Properties=species:S:1:pos:R:3:forces:R:3:nbo_charge:R:1
C -1.3679 0.5359 -1.0183 -0.4761 0.2375 0.0067 -0.67
C -1.4069 -0.4335 0.2357 -0.1564 -0.1220 -0.0920 -0.22
N -0.0575 -0.7562 0.7390 -0.0005 0.2189 -0.2045 -0.49
C 0.4552 0.1120 1.8014 0.1056 0.0922 -0.0300 -0.42
C 0.6612 -0.9099 -0.4641 0.4008 -0.2101 -0.1626 0.73
C 1.7021 0.1366 -0.7788 0.3323 -0.1630 0.1026 -0.74
O 0.3525 -1.7708 -1.2608 0.3570 0.2431 0.4585 -0.58
H -2.3596 0.4705 -1.4461 -0.4466 0.4986 0.0014 0.22
H -0.7236 0.3736 -1.9244 -0.3065 -0.7355 1.2941 0.23
H -1.1224 1.5713 -0.7525 -0.4250 -0.1207 0.2755 0.20
H -1.8750 -1.3921 -0.0244 0.0526 0.4071 -0.2211 0.22
H -1.9949 -0.0469 1.1005 0.3530 0.1863 -0.8456 0.21
H -0.0401 -0.0953 2.7633 -0.0219 -0.1506 -0.4815 0.21
H 1.5194 -0.0880 1.9601 -0.1590 0.0277 -0.0918 0.21
H 0.3344 1.1921 1.6144 0.0023 -0.1665 -0.1249 0.18
H 1.8075 0.2555 -1.8624 -0.0208 -0.2055 0.2924 0.24
H 2.6290 -0.2635 -0.3665 0.3179 0.3107 -0.0802 0.24
H 1.4867 1.1088 -0.3160 0.0911 -0.3481 -0.0972 0.22
```
Positions in Å, forces in eV/Å.

Results
strongest force on any atom = 0.0296 Eh/bohr
gap between HOMO and LUMO = 10.1 eV
E_LUMO = 0.9 eV
relative energy (zero: lowest compared OMol25 entry of this formula, charge and spin) = 148.0 kJ/mol
SMILES = CCN(C)C(C)=O

The following is a quantum chemistry calculation of a structure of composition C9H21FN6O13PTi, from the Open Molecules 2025 dataset.

```
52
Properties=species:S:1:pos:R:3:forces:R:3:lowdin_spin:R:1
Ti 1.2935 -11.7353 1.8306 -0.3952 0.3656 -0.1260 2.48
N -2.2675 -11.8647 1.4745 1.1726 0.6945 -4.6870 0.00
O -3.1999 -12.1498 2.1539 -3.0699 -0.7632 1.5924 0.00
O -2.3174 -11.6875 0.2095 -1.0221 -0.4272 1.1232 0.00
O -1.1636 -11.7504 1.9689 3.5953 0.2532 2.2062 0.02
N 0.9134 -8.3714 1.9396 -2.8266 -1.2510 -3.1316 0.00
O -0.1817 -8.2800 1.3620 -1.1771 -0.0648 0.6617 0.23
O 1.7372 -7.5962 1.6775 4.0457 5.3606 -0.7975 0.17
O 1.2521 -9.3477 2.5284 0.1302 -4.5532 3.0769 0.15
N 2.1825 -10.5495 -0.7128 0.0123 1.3536 -0.3007 0.09
O 0.9730 -10.5938 -0.8351 -2.0108 -0.7409 0.0501 0.27
O 2.7601 -9.6232 -1.2520 1.2877 1.9265 -1.8207 0.32
O 2.8179 -11.2307 0.0587 0.3792 -2.2147 2.5053 0.11
C -0.3076 -12.5878 4.9706 -0.9685 -0.8888 -0.5974 0.00
C 0.3561 -12.8650 6.2617 -1.5118 0.4793 -0.5834 0.00
O 1.6681 -12.4689 6.0470 0.9377 0.2511 0.5424 0.00
C 1.8889 -12.4689 4.7094 0.6439 0.9895 -2.1810 0.02
O 2.8444 -12.0273 4.0923 -1.7249 -1.3832 1.7294 0.03
O 0.7541 -12.9222 4.0879 0.5402 0.9258 -0.6551 0.02
F 0.3047 -14.2174 6.5038 0.1668 0.3722 0.7059 0.00
H -0.6742 -11.5658 4.8746 0.4754 0.1925 -0.2794 0.00
H -1.1854 -13.2225 4.8497 0.2778 -0.1785 -0.3924 0.00
H -0.2381 -12.2283 6.9173 0.9555 -0.5663 1.4729 0.00
O 1.1037 -13.8818 1.4123 -0.9890 -0.1567 -0.4399 0.05
P 1.0880 -15.2282 0.8246 3.1515 -2.8967 -2.0342 0.01
N 2.1710 -16.1905 1.8538 0.4585 -0.4480 -2.5714 0.00
C 3.3776 -17.0596 1.4859 -1.9826 0.9555 -1.6474 0.00
C 2.0643 -16.0142 3.2427 -0.7552 -0.5084 1.4820 0.00
N 1.8677 -15.2476 -0.7666 -0.3072 -0.0958 -0.1646 0.00
C 1.8532 -13.9298 -1.4929 -0.6117 -0.2010 1.1318 0.00
C 2.0183 -16.4758 -1.6474 -0.8118 0.3254 1.9070 0.00
N -0.3086 -16.1830 0.5288 2.7396 1.4173 1.9296 0.00
C -1.4227 -15.6759 -0.1975 -0.3125 0.8620 -0.0793 0.00
C -0.3475 -17.5189 1.0399 0.8099 -0.6762 -0.9738 0.00
H 3.0277 -17.8201 0.7878 -0.0982 -0.4848 0.2269 0.00
H 3.8333 -17.5601 2.3403 -0.2156 0.4623 0.0721 0.00
H 4.0910 -16.5289 0.8555 0.3059 0.3974 0.5378 0.00
H 2.3227 -16.9562 3.7263 -0.0254 -0.2150 0.2098 0.00
H 1.0162 -15.8638 3.5014 0.0588 0.5270 0.3579 0.00
H 2.7251 -15.2787 3.7014 -0.0975 0.5188 -0.1237 0.00
H 0.9048 -13.4273 -1.3027 -0.0352 0.2186 0.0973 0.00
H 2.6269 -13.2896 -1.0690 0.0956 -0.0038 -0.5006 0.00
H 1.8720 -14.0182 -2.5791 0.5065 -0.3923 0.1275 0.00
H 1.0916 -17.0459 -1.7143 -0.5209 0.2157 -0.2177 0.00
H 2.3609 -16.2835 -2.6641 0.1014 0.4859 0.3331 0.00
H 2.6695 -17.2005 -1.1588 0.4822 0.2020 -0.1762 0.00
H -2.0658 -15.0711 0.4419 -0.4952 -0.2200 -0.0712 0.00
H -1.0918 -14.9893 -0.9767 0.0459 -0.1080 -0.2440 0.00
H -1.9211 -16.5412 -0.6345 -0.3467 0.3095 -0.1237 0.00
H -0.9389 -18.0226 0.2753 -0.5325 -0.6391 0.7056 0.00
H -0.6098 -17.6845 2.0849 -0.6493 0.1375 -0.0607 0.00
H 0.6410 -17.9609 0.9149 0.1175 -0.1218 0.1957 0.00
```
Positions in Å, forces in eV/Å.

Results
expectation value of S² = 6.0100
strongest force on any atom = 0.1315 Eh/bohr
total charge = -1
multiplicity = 5
gap between HOMO and LUMO (spin up / spin down) = 3.3 / 3.6 eV
E_LUMO (spin up / spin down) = 2.3 / -1.0 eV

The following is a quantum chemistry calculation of a cluster of 2 separate species, C3H3NS in total, from the Open Molecules 2025 dataset.

```
8
Properties=species:S:1:pos:R:3:forces:R:3:nbo_charge:R:1
C 1.0645 1.2105 -0.0250 4.8911 5.1198 -0.0913 0.03
C 0.2053 0.2708 -0.0073 0.7320 -5.9584 0.5663 0.21
C -1.1012 -0.3132 0.0118 -0.1832 -1.5339 0.0579 -0.75
N 1.9211 2.0666 -0.0327 -2.4454 -2.2270 0.0022 -0.15
S 2.0676 -1.8561 0.0459 -2.2150 2.6367 -0.0558 -0.18
H -1.4889 -0.3950 1.1144 0.4556 0.1183 -2.0971 0.28
H -1.0190 -1.4031 -0.4922 -0.5339 2.5983 1.2176 0.30
H -1.6493 0.4195 -0.6148 -0.7012 -0.7538 0.4002 0.26
```
Positions in Å, forces in eV/Å.

Results
strongest force on any atom = 0.1377 Eh/bohr
gap between HOMO and LUMO (spin up / spin down) = 4.5 / 4.5 eV
E_LUMO (spin up / spin down) = -3.6 / -3.6 eV
relative energy (zero: lowest compared OMol25 entry of this formula, charge and spin) = 695.9 kJ/mol